Below is a structure of composition C41H56Cl2LaN7O6S, with properties calculated with ωB97M-V with the def2-TZVPD basis set.

Values from the calculation:
Charge: 0
Kohn-Sham gap (alpha / beta) (Eh): 0.178 / 0.093
Spin multiplicity: 1
Maximum force (hartree/bohr): 0.0732
Relative energy (zero: lowest compared OMol25 entry of this formula, charge and spin) (eV): 7.333

Last column: Mulliken charge in e.
Geometry (Å):
La1 -1.39 0.31 0.20  2.285
O1 -1.94 2.69 1.10  -0.734
C1 -1.11 2.96 0.19  -0.011
O2 -1.29 2.43 -0.99  -0.720
C2 0.08 3.92 0.45  0.056
C3 0.53 4.79 -0.79  -0.167
C4 1.29 6.00 -0.35  -0.714
C5 2.55 5.45 0.31  -0.941
C6 2.41 3.91 -0.03  -0.338
O3 1.63 3.96 -1.34  -0.456
C7 1.38 3.24 0.88  0.000
C8 1.67 1.70 0.78  -0.510
O4 2.73 1.25 0.31  -0.648
O5 0.71 0.91 1.25  -0.433
H1 -0.20 4.64 1.16  0.732
H2 -0.27 4.91 -1.51  0.561
H3 0.68 6.53 0.37  0.330
H4 1.48 6.66 -1.23  0.364
H5 2.65 5.66 1.44  0.253
H6 3.50 5.86 -0.02  0.344
H7 3.29 3.37 -0.09  0.978
H8 1.65 3.48 1.93  0.284
N1 0.89 -1.56 -2.29  0.792
C9 -0.49 -1.32 -2.86  0.419
N2 -0.48 -1.62 -4.12  -0.649
C10 -1.74 -1.57 -4.68  0.007
N3 -1.82 -1.95 -5.94  -0.396
N4 -2.84 -1.20 -4.05  -0.510
C11 -2.70 -0.93 -2.77  -0.074
N5 -1.49 -0.96 -2.07  0.028
C12 -3.91 -0.60 -2.05  0.529
C13 -5.12 -0.46 -2.75  -1.049
C14 -6.22 -0.20 -1.95  -0.263
C15 -6.12 -0.27 -0.55  -0.946
C16 -4.93 -0.42 0.09  -0.177
N6 -3.82 -0.59 -0.70  -0.219
H9 1.07 -2.54 -2.53  0.624
H10 1.62 -0.69 -0.65  -0.659
H11 -1.13 -2.61 -6.30  0.269
H12 -2.78 -2.11 -6.20  0.285
H13 -5.14 -0.64 -3.83  0.435
H14 -7.24 0.04 -2.36  0.349
H15 -7.03 -0.29 0.02  0.405
H16 -4.79 -0.31 1.17  0.382
Cl1 -3.61 2.40 -5.02  -0.149
C17 -2.53 3.57 -4.29  0.514
Cl2 -3.28 5.18 -4.03  -0.196
H17 -1.57 3.67 -4.89  0.281
H18 -2.33 3.27 -3.27  -0.474
C18 2.93 2.63 -4.20  -1.616
C19 2.86 1.19 -3.97  0.649
C20 3.88 0.41 -4.57  -1.116
C21 3.91 -0.97 -4.48  0.490
C22 4.84 -1.83 -5.24  -1.633
C23 2.95 -1.55 -3.64  -0.772
C24 1.97 -0.83 -2.98  -0.162
C25 1.98 0.53 -3.14  0.715
N7 0.92 -1.43 -0.83  1.110
C26 1.37 -2.57 0.10  0.939
C27 0.38 -2.60 1.27  -0.998
C28 0.84 -3.60 2.31  0.817
C29 2.25 -3.30 2.81  -1.485
C30 3.25 -3.37 1.59  0.386
C31 3.20 -4.77 0.92  -1.120
C32 1.75 -5.05 0.47  0.193
C33 0.73 -5.01 1.68  -1.705
C34 1.32 -3.94 -0.52  -1.659
C35 2.83 -2.34 0.54  -1.228
H19 2.96 2.77 -5.29  0.465
H20 3.84 3.13 -3.81  0.329
H21 2.06 3.12 -3.72  0.091
H22 4.75 0.92 -5.04  0.271
H23 5.79 -2.00 -4.69  0.269
H24 5.07 -1.43 -6.26  0.356
H25 4.44 -2.80 -5.42  0.410
H26 3.02 -2.63 -3.49  0.150
H27 1.31 1.19 -2.54  -0.065
H28 -0.68 -2.94 0.95  0.124
H29 0.34 -1.55 1.66  0.209
H30 0.10 -3.63 3.16  0.096
H31 2.56 -3.98 3.60  0.558
H32 2.34 -2.26 3.17  0.346
H33 4.26 -3.07 1.95  0.392
H34 3.50 -5.60 1.70  0.372
H35 3.96 -4.66 0.10  0.509
H36 1.69 -6.03 -0.03  0.340
H37 1.12 -5.67 2.41  0.642
H38 -0.29 -5.28 1.37  0.431
H39 0.30 -4.17 -0.97  0.342
H40 2.00 -4.00 -1.40  0.397
H41 3.44 -2.54 -0.39  0.287
H42 2.95 -1.27 0.81  0.439
C36 -0.78 -2.15 6.99  -1.233
C37 -0.67 -0.82 6.22  -0.213
C38 -1.40 -0.83 4.84  -0.039
S1 -1.52 0.64 3.78  0.334
O6 -1.94 -0.04 2.42  -0.305
C39 -3.00 1.61 4.21  -0.786
C40 -2.80 2.69 5.21  -0.226
C41 -4.18 3.34 5.64  -1.142
H43 0.01 -2.13 7.78  0.360
H44 -0.73 -3.07 6.38  0.292
H45 -1.76 -2.23 7.49  0.332
H46 0.41 -0.63 5.99  0.313
H47 -0.94 0.01 6.84  0.332
H48 -2.43 -1.02 4.93  0.534
H49 -0.84 -1.49 4.14  -0.557
H50 -3.62 0.77 4.58  0.393
H51 -3.42 2.00 3.31  0.502
H52 -2.13 3.45 4.79  0.320
H53 -2.26 2.27 6.09  0.183
H54 -4.75 3.48 4.71  0.334
H55 -3.90 4.28 6.18  0.348
H56 -4.79 2.71 6.36  0.285

=====

Below is a cluster of 3 separate species, H8O4 in total, with properties calculated with ωB97M-V with the def2-TZVPD basis set.

Values from the calculation:
Charge: 0
Kohn-Sham gap (Eh): 0.323
Spin multiplicity: 1
Maximum force (hartree/bohr): 0.2753
Relative energy (zero: lowest compared OMol25 entry of this formula, charge and spin) (eV): 5.700

Last column: natural (NBO) charge in e.
Geometry (Å):
H1 0.00 -0.41 -0.06  0.480
H2 -1.51 0.04 0.42  0.427
H3 -2.43 2.94 4.60  0.468
H4 -2.65 3.04 3.08  0.471
H5 4.36 -2.22 -1.18  0.455
H6 3.64 -3.16 -2.00  0.464
H7 -1.10 -0.02 -2.65  0.464
H8 0.35 0.30 -2.35  0.429
O1 -0.97 -0.23 -0.34  -0.906
O2 -2.24 2.53 3.79  -0.938
O3 3.54 -2.29 -1.55  -0.918
O4 -0.41 -0.07 -1.88  -0.895

=====

Below is the ion C5H9BNO3 with charge +1, with properties calculated with ωB97M-V with the def2-TZVPD basis set.

Values from the calculation:
Charge: +1
Kohn-Sham gap (alpha / beta) (Eh): 0.273 / 0.273
SMILES: [NH2+]=C/C=C\C=C(\O)B(O)O
Spin multiplicity: 1
Maximum force (hartree/bohr): 0.0670
Relative energy (zero: lowest compared OMol25 entry of this formula, charge and spin) (eV): 0.504

Last column: natural (NBO) charge in e.
Geometry (Å):
B1 1.98 0.03 -0.12  1.058
C1 -0.97 -0.50 -1.16  0.020
C2 -1.14 -1.01 0.12  -0.408
C3 -0.04 0.39 -1.65  -0.404
C4 -1.13 -0.34 1.36  0.186
C5 1.35 0.50 -1.46  0.245
N1 -1.30 0.95 1.50  -0.688
O1 1.61 0.66 1.04  -0.871
O2 2.80 -1.01 -0.30  -0.849
O3 2.02 1.20 -2.39  -0.592
H1 -1.59 -0.87 -1.93  0.230
H2 -1.51 -2.09 0.27  0.267
H3 -0.28 0.78 -2.60  0.204
H4 -1.32 -1.03 2.28  0.245
H5 -1.45 1.40 2.37  0.414
H6 -1.04 1.68 0.88  0.419
H7 1.89 0.24 1.83  0.502
H8 3.17 -1.53 0.37  0.511
H9 1.48 1.25 -3.29  0.507

=====

Below is a cluster of 2 separate species, C3H6N2O in total, with properties calculated with ωB97M-V with the def2-TZVPD basis set.

Values from the calculation:
Charge: 0
Kohn-Sham gap (Eh): 0.297
Spin multiplicity: 1
Maximum force (hartree/bohr): 0.0207
Relative energy (zero: lowest compared OMol25 entry of this formula, charge and spin) (eV): 5.183

Last column: natural (NBO) charge in e.
Geometry (Å):
N1 0.50 0.82 0.85  -0.814
C1 0.67 -0.49 0.24  -0.262
C2 -0.50 -0.33 -0.65  0.020
O1 -1.92 0.80 0.33  -0.883
C3 1.92 -0.73 -0.50  0.267
N2 2.90 -0.89 -1.09  -0.304
H1 1.02 1.50 0.29  0.343
H2 -1.02 1.06 0.80  0.500
H3 0.53 -1.29 0.97  0.233
H4 -0.37 0.34 -1.50  0.220
H5 -1.31 -1.04 -0.71  0.207
H6 -2.41 0.25 0.96  0.475

=====

Below is a cluster of 2 separate species, C3H5NO3 in total, with properties calculated with ωB97M-V with the def2-TZVPD basis set.

Values from the calculation:
Charge: 0
Kohn-Sham gap (Eh): 0.304
Spin multiplicity: 1
Maximum force (hartree/bohr): 0.0982
Relative energy (zero: lowest compared OMol25 entry of this formula, charge and spin) (eV): 5.171

Last column: natural (NBO) charge in e.
Geometry (Å):
C1 0.79 -1.55 -0.23  -0.223
C2 -0.41 -1.52 -0.71  0.648
C3 -0.61 0.95 0.24  0.282
N1 0.16 1.99 0.65  -0.808
O1 -1.79 0.98 0.99  -0.723
O2 2.08 -1.72 -0.88  -0.673
O3 -1.43 -1.80 -1.21  -0.464
H1 0.91 -1.06 0.74  0.213
H2 0.98 2.22 0.21  0.403
H3 -0.22 2.51 1.43  0.384
H4 1.92 -1.45 -1.79  0.472
H5 -2.39 0.45 0.58  0.489

=====

Below is an isolated molecule of C4H8O2, with properties calculated with ωB97M-V with the def2-TZVPD basis set.

Values from the calculation:
Charge: 0
Kohn-Sham gap (Eh): 0.400
SMILES: O[C@H]1C[C@@H](O)C1
Spin multiplicity: 1
Maximum force (hartree/bohr): 0.0522
Relative energy (zero: lowest compared OMol25 entry of this formula, charge and spin) (eV): 2.586

Last column: natural (NBO) charge in e.
Geometry (Å):
O1 -0.65 -1.01 -1.90  -0.703
C1 -0.57 0.13 -1.08  0.102
C2 -0.96 -0.06 0.40  -0.510
C3 0.38 0.51 0.87  0.087
O2 1.03 -0.66 1.52  -0.756
C4 0.83 0.61 -0.61  -0.455
H1 -0.44 -1.77 -1.34  0.466
H2 -1.11 0.91 -1.64  0.180
H3 -0.54 -1.03 0.81  0.260
H4 -1.95 0.22 0.78  0.220
H5 0.47 1.38 1.52  0.188
H6 0.74 -0.76 2.45  0.472
H7 1.64 -0.09 -0.82  0.231
H8 1.12 1.61 -0.97  0.220